(1)
{"formula": "C22H55BFO16P3V", "method": "ωB97M-V/def2-TZVPD", "gap_ha": [0.20937, 0.25365], "total_energy_ev": -113421.5381, "multiplicity": 4, "elements": ["V", "P", "P", "P", "F", "O", "O", "O", "O", "O", "O", "O", "O", "O", "O", "O", "O", "O", "O", "O", "O", "C", "C", "C", "C", "C", "C", "C", "C", "C", "C", "C", "C", "C", "C", "C", "C", "C", "C", "C", "C", "C", "C", "B", "H", "H", "H", "H", "H", "H", "H", "H", "H", "H", "H", "H", "H", "H", "H", "H", "H", "H", "H", "H", "H", "H", "H", "H", "H", "H", "H", "H", "H", "H", "H", "H", "H", "H", "H", "H", "H", "H", "H", "H", "H", "H", "H", "H", "H", "H", "H", "H", "H", "H", "H", "H", "H", "H", "H"], "coordinates": [[-0.5345, 1.4259, -0.3600], [1.0618, 0.0094, -3.2964], [2.0243, -0.9102, 1.1675], [-2.2382, 1.6192, 2.7741], [-3.5369, -4.1512, 0.4881], [1.9964, -1.0224, 2.7786], [1.0413, -0.0120, 0.5796], [1.9427, -2.4251, 0.6638], [-1.4356, 1.3665, 1.5692], [-3.4163, 0.5720, 2.9352], [1.8364, -1.3891, -3.1852], [2.1990, 1.0819, -3.6058], [0.2250, 0.3951, -2.1478], [-2.2344, -2.8875, -0.8825], [-2.9351, 3.0558, 2.8247], [-1.4895, 1.5266, 4.1662], [-2.3695, 2.0854, -1.3181], [-1.5097, -0.8117, -0.4152], [0.2166, -0.1664, -4.6499], [-1.0669, -2.5356, 0.9652], [3.5711, -0.5321, 0.9913], [-2.3155, -4.0766, -0.1388], [-1.2018, -3.9349, 0.8395], [3.0204, 0.8933, -4.7607], [-4.2284, 0.2994, 1.8009], [-2.5216, 4.9801, 1.4099], [3.6865, -3.7595, 1.8097], [-4.7966, -1.1070, 2.0203], [-0.0185, 2.1694, 5.9429], [0.7255, -2.8113, 3.8289], [-0.6644, 0.9335, -4.9819], [-2.9791, 3.1364, -1.9719], [3.0435, -3.2847, 0.5130], [4.0438, 1.4107, -0.4103], [-1.6035, -1.9551, -0.1467], [0.7529, -1.3720, 3.3934], [1.1484, -2.4429, -2.4963], [-2.0894, 0.4721, -4.6522], [4.0572, -0.1323, -0.2847], [0.1621, -3.1408, -3.4652], [-3.3139, 3.7147, 1.5936], [4.4276, 0.5456, -4.3615], [-0.5163, 2.5084, 4.5444], [0.7904, 3.1674, 0.1169], [-5.3374, -1.4800, 1.1488], [2.7309, -4.1889, -0.0205], [4.7421, 1.1269, -3.4921], [4.5375, -0.5017, -4.0690], [1.6807, -3.0930, 4.2759], [-0.8160, 1.8860, 6.6260], [-2.8208, 1.2749, -4.5956], [-2.3695, -0.3103, -5.3633], [3.3763, -0.4961, -1.0651], [2.6797, 0.1744, -5.5118], [0.7063, 1.3497, 5.8850], [4.0876, 1.7946, 0.6061], [5.1567, 0.7304, -5.1513], [0.9719, 2.6844, -0.8931], [-4.9895, 1.0722, 1.6637], [-0.0801, -1.0512, 2.7594], [-0.4706, 1.8276, -4.3901], [0.3078, 2.5743, 3.8344], [-0.0064, -2.9592, 4.6238], [-3.1649, 3.0504, 0.7366], [0.7279, -3.5607, -4.2977], [1.8382, -3.2454, -2.2352], [0.5476, -3.4716, 2.9776], [-0.6649, 1.1440, -6.0483], [-3.1253, 2.9232, -3.0457], [-1.3468, -4.5066, 1.7538], [-2.1190, -0.0459, -3.6907], [-2.7871, 5.5289, 0.5084], [-2.3420, 4.0318, -1.8699], [4.5305, -4.4303, 1.6560], [3.8281, -2.9259, -0.1612], [-0.5303, -2.4368, -3.9236], [-3.9753, 3.4215, -1.5880], [-2.2492, -4.9024, -0.8488], [-1.4575, 4.7352, 1.4457], [-4.3786, 3.9454, 1.6702], [4.9098, 1.7588, -0.9784], [0.6105, -0.7506, 4.2845], [0.8937, 2.4650, 1.0089], [-0.4334, -3.9239, -2.9946], [2.9440, -4.3032, 2.3956], [-3.9502, -1.7810, 2.1717], [-0.2735, -4.3298, 0.4024], [0.6831, -2.0949, -1.5763], [-1.0601, 3.4551, 4.5812], [-5.4334, -1.2211, 2.8977], [3.1820, 1.7584, -0.9729], [3.0019, 1.8377, -5.3124], [-2.6575, 5.6923, 2.2308], [5.0522, -0.5442, -0.4500], [0.6056, 2.9304, 6.4147], [-0.2941, 3.4847, 0.2503], [1.5146, 4.0392, 0.3418], [-3.7207, 0.2508, 0.8314], [4.0497, -2.9009, 2.3768]], "lowdin_spin": [2.77, 0.00, 0.00, 0.01, 0.00, 0.00, 0.01, 0.00, 0.02, 0.00, 0.00, 0.00, 0.02, 0.00, 0.00, 0.00, 0.04, 0.01, 0.00, 0.00, 0.00, 0.00, 0.00, 0.00, 0.00, 0.00, 0.00, 0.00, 0.00, 0.00, 0.00, 0.00, 0.00, 0.00, 0.00, 0.00, 0.00, 0.00, 0.00, 0.00, 0.00, 0.00, 0.00, 0.06, 0.00, 0.00, 0.00, 0.00, 0.00, 0.00, 0.00, 0.00, 0.00, 0.00, 0.00, 0.00, 0.00, 0.01, 0.00, 0.00, 0.00, 0.00, 0.00, 0.00, 0.00, 0.00, 0.00, 0.00, 0.00, 0.00, 0.00, 0.00, 0.00, 0.00, 0.00, 0.00, 0.00, 0.00, 0.00, 0.00, 0.00, 0.00, 0.01, 0.00, 0.00, 0.00, 0.00, 0.00, 0.00, 0.00, 0.00, 0.00, 0.00, 0.00, 0.00, 0.01, 0.00, 0.00, 0.00]}

(2)
{"formula": "C5H7NO2S3", "method": "ωB97M-V/def2-TZVPD", "de_lowest_kj_mol": 378.2, "gap_ha": [0.26032, 0.26034], "total_energy_ev": -43382.4867, "elements": ["S", "S", "S", "O", "O", "N", "C", "C", "C", "C", "C", "H", "H", "H", "H", "H", "H", "H"], "coordinates": [[0.9065, 2.1204, -0.8882], [-2.1171, -0.9167, -0.1221], [-0.0212, -2.6660, 0.4945], [0.8249, -2.8164, 1.6301], [-1.1682, -3.5781, 0.2288], [1.0329, -2.9446, -0.8113], [-2.6537, 0.8137, -0.1768], [-0.6025, -0.8807, 0.4527], [2.2177, 2.0577, 0.4132], [-1.7981, 1.9279, -0.2041], [-0.4254, 1.9959, 0.0076], [-2.3448, 2.8176, 0.0133], [0.6608, -2.7938, -1.7156], [3.0413, 2.6702, -0.0003], [1.7748, -2.2566, -0.9063], [2.3956, 0.9671, 0.6311], [-3.6470, 0.9989, -0.4513], [1.9237, 2.4836, 1.4047]], "nbo_charge": [0.52, 0.61, 2.16, -0.91, -0.94, -1.02, -0.53, -0.65, -0.76, -0.27, -0.20, 0.27, 0.38, 0.23, 0.38, 0.25, 0.23, 0.25]}

(3)
{"formula": "C5H11NO2", "method": "ωB97M-V/def2-TZVPD", "de_lowest_kj_mol": 99.8, "gap_ha": 0.34301, "smiles": "C/C=C/N.CC(=O)O", "total_energy_ev": -10948.2321, "elements": ["O", "O", "N", "C", "C", "C", "C", "C", "H", "H", "H", "H", "H", "H", "H", "H", "H", "H", "H"], "coordinates": [[1.6518, -1.2353, 1.2927], [-0.4190, -0.8997, 2.0921], [0.7601, -1.5422, -1.3534], [-0.4376, -0.8078, -1.3304], [1.0290, 0.9850, 1.9096], [-1.9303, 1.1097, -0.9875], [0.6641, -0.4712, 1.7942], [-0.5885, 0.4457, -0.9139], [-2.1865, 1.6012, -0.0461], [0.3236, 1.0052, -0.7382], [-2.6949, 0.3836, -1.2518], [1.0989, 1.3107, 2.9471], [1.3317, -1.8850, 0.6380], [0.7777, -2.2685, -2.0542], [-1.2903, -1.3780, -1.6826], [-1.9410, 1.8981, -1.7454], [1.5895, -0.9677, -1.4292], [2.0037, 1.1675, 1.4598], [0.2580, 1.5489, 1.3992]], "nbo_charge": [-0.73, -0.58, -0.85, 0.00, -0.73, -0.62, 0.80, -0.28, 0.21, 0.19, 0.21, 0.24, 0.52, 0.38, 0.19, 0.21, 0.38, 0.22, 0.24]}

(4)
{"formula": "C14H42O7", "method": "ωB97M-V/def2-TZVPD", "de_lowest_kj_mol": 158.9, "gap_ha": [0.35402, 0.09742], "total_charge": 1, "total_energy_ev": -29518.9740, "multiplicity": 2, "elements": ["O", "O", "O", "O", "O", "O", "O", "C", "C", "C", "C", "C", "C", "C", "C", "C", "C", "C", "C", "C", "C", "H", "H", "H", "H", "H", "H", "H", "H", "H", "H", "H", "H", "H", "H", "H", "H", "H", "H", "H", "H", "H", "H", "H", "H", "H", "H", "H", "H", "H", "H", "H", "H", "H", "H", "H", "H", "H", "H", "H", "H", "H", "H"], "coordinates": [[-28.5058, 37.1888, 7.4763], [-26.4204, 34.1206, 0.7631], [-31.9890, 35.2166, 0.4511], [-26.3719, 33.6810, -1.8975], [-24.1451, 31.6849, -1.4290], [-27.4440, 31.8496, 2.4313], [-27.0778, 38.5067, 0.4595], [-27.6373, 36.4025, 6.6424], [-23.4245, 32.1385, -0.2692], [-25.9636, 35.3698, 2.7188], [-26.5345, 30.7709, 2.5392], [-27.3964, 32.8806, -2.4948], [-27.0760, 32.9287, -3.9469], [-27.6384, 39.1246, 1.5392], [-31.8352, 37.4701, -0.1328], [-28.3646, 35.0609, 6.3411], [-31.2715, 36.4046, 0.8217], [-26.5126, 29.8720, 1.3305], [-22.9067, 30.8177, 0.3013], [-27.8242, 40.6045, 1.3749], [-26.3178, 35.4236, 1.3012], [-24.1994, 32.6575, 0.2950], [-26.6937, 34.7165, 3.1967], [-31.5037, 37.3504, -1.1643], [-26.5576, 33.9346, -0.9904], [-26.7831, 36.1546, 7.2725], [-28.0887, 37.0175, 8.3238], [-31.4455, 36.6285, 1.8742], [-25.5149, 31.1537, 2.4936], [-27.7444, 38.4729, -0.2306], [-25.9939, 32.8316, -4.0345], [-31.5996, 34.5183, 0.9824], [-27.0087, 38.9104, 2.4027], [-27.3148, 36.8005, 5.6803], [-27.7406, 34.3062, 5.8623], [-28.5745, 38.6745, 1.8696], [-24.8258, 32.3477, -1.5671], [-26.6591, 30.2024, 3.4608], [-28.3385, 31.5145, 2.3347], [-27.5481, 29.6355, 1.0861], [-21.9188, 30.5705, -0.0876], [-26.8920, 33.7016, 1.4868], [-30.2023, 36.2618, 0.6654], [-29.2971, 35.1727, 5.7879], [-26.0177, 30.4334, 0.5380], [-27.3049, 35.8860, 1.2967], [-28.4108, 33.2600, -2.3720], [-28.0759, 41.0049, 2.3569], [-25.6511, 36.0594, 0.7187], [-24.9058, 35.1601, 2.8771], [-22.7112, 30.9410, 1.3665], [-28.6781, 34.7540, 7.3389], [-32.9236, 37.4879, -0.0765], [-26.9217, 41.0305, 0.9366], [-27.6764, 32.2354, -4.5360], [-31.4939, 38.4593, 0.1723], [-27.2114, 33.8956, -4.4317], [-27.3480, 31.8838, -2.0564], [-23.4971, 29.9112, 0.1679], [-28.7178, 40.6937, 0.7571], [-22.5715, 32.7956, -0.4384], [-25.8301, 29.0604, 1.5825], [-26.0466, 36.3628, 3.1607]], "lowdin_spin": [0.00, 0.00, 0.00, 0.05, 0.64, 0.00, 0.00, 0.00, 0.12, 0.00, 0.00, 0.01, 0.00, 0.00, 0.00, 0.00, 0.00, 0.00, 0.05, 0.00, 0.00, 0.02, 0.00, 0.00, 0.00, 0.00, 0.00, 0.00, 0.00, 0.00, 0.00, 0.00, 0.00, 0.00, 0.00, 0.00, 0.01, 0.00, 0.00, 0.00, 0.00, 0.00, 0.00, 0.00, 0.00, 0.00, 0.01, 0.00, 0.00, 0.00, 0.01, 0.00, 0.00, 0.00, 0.00, 0.00, 0.00, 0.01, 0.00, 0.00, 0.06, 0.00, 0.00]}

What max |F| values result from the calculations? In sequence: 2.432 3.070 1.209 3.110 eV/Å.